#w
Here is a 2-piece molecular cluster, C2H8NO overall from the Open Molecules 2025 dataset. Energies are from the ωB97M-V functional and the def2-TZVPD basis.

Summary:
HOMO-LUMO gap in eV: 11.38
Lowest unoccupied orbital energy in eV: -5.0
HOMO level in eV: -16.36

Geometry as ORCA input:
```
! RIJCOSX wB97M-V def2-TZVPD def2/J DEFGRID3
* xyz 1 1
C 1.22 0.93 0.65
C 0.85 -1.12 -0.54
N 0.37 -0.08 -0.01
H 2.17 0.95 0.16
H 1.38 0.62 1.68
H 0.74 1.89 0.57
H 1.90 -1.35 -0.45
H 0.24 -1.86 -1.07
H -0.59 0.16 -0.30
H -2.69 0.73 -0.12
H -3.16 -0.73 -0.17
O -2.43 -0.15 -0.41
*
```

---

#x
Here is a 2-piece molecular cluster, C2H8NO overall from the Open Molecules 2025 dataset. Energies are from the ωB97M-V functional and the def2-TZVPD basis.

Summary:
HOMO-LUMO gap in eV: 11.69
Lowest unoccupied orbital energy in eV: -4.9
HOMO level in eV: -16.58

Geometry as ORCA input:
```
! RIJCOSX wB97M-V def2-TZVPD def2/J DEFGRID3
* xyz 1 1
C 1.01 1.26 0.54
C 0.97 -1.08 -0.08
N 0.38 0.02 0.13
H 2.05 1.11 0.80
H 0.54 1.66 1.44
H 0.89 1.99 -0.26
H 2.03 -1.16 0.13
H 0.38 -1.90 -0.46
H -0.64 0.05 -0.03
H -2.29 -1.39 -0.72
H -3.08 -0.11 -0.59
O -2.23 -0.44 -0.90
*
```

---

#y
Here is a 2-piece molecular cluster, C2H8NO overall from the Open Molecules 2025 dataset. Energies are from the ωB97M-V functional and the def2-TZVPD basis.

Summary:
HOMO-LUMO gap in eV: 11.56
Lowest unoccupied orbital energy in eV: -4.8
HOMO level in eV: -16.37

Geometry as ORCA input:
```
! RIJCOSX wB97M-V def2-TZVPD def2/J DEFGRID3
* xyz 1 1
O -0.52 2.84 0.00
H -0.08 3.69 0.11
H -1.37 3.10 -0.38
H 1.35 -2.49 -0.67
C 0.57 -2.14 0.00
C 0.54 -0.66 -0.15
N -0.50 0.03 0.09
H 0.86 -2.34 1.03
H -0.39 -2.60 -0.25
H 1.49 -0.14 -0.09
H -1.40 -0.34 0.38
H -0.55 1.06 -0.07
*
```

---

Computed energies relative to the best structure, in eV: #w 0.441; #x 0.305; #y 0.000

---

#w
Here is a 2-piece molecular cluster, C2H8NO overall from the Open Molecules 2025 dataset. Energies are from the ωB97M-V functional and the def2-TZVPD basis.

Summary:
HOMO-LUMO gap in eV: 11.41
Lowest unoccupied orbital energy in eV: -3.7
HOMO level in eV: -15.16

Geometry as ORCA input:
```
! RIJCOSX wB97M-V def2-TZVPD def2/J DEFGRID3
* xyz 1 1
N -2.13 0.73 1.05
H -2.77 0.07 1.61
H -2.72 1.42 0.59
H -1.68 1.25 1.86
H -1.32 0.32 0.40
O -0.01 0.40 -0.02
C 0.81 -0.52 -0.15
C 1.89 -0.75 -1.17
H 0.72 -1.48 0.54
H 1.75 -1.73 -1.58
H 2.90 -0.61 -0.74
H 1.85 0.04 -1.93
*
```

---

#x
Here is a 2-piece molecular cluster, C2H8NO overall from the Open Molecules 2025 dataset. Energies are from the ωB97M-V functional and the def2-TZVPD basis.

Summary:
HOMO-LUMO gap in eV: 12.02
Lowest unoccupied orbital energy in eV: -4.7
HOMO level in eV: -16.74

Geometry as ORCA input:
```
! RIJCOSX wB97M-V def2-TZVPD def2/J DEFGRID3
* xyz 1 1
O 2.31 0.13 0.06
H 0.61 0.14 0.21
H 2.79 -0.61 -0.23
H 2.98 0.78 0.35
C -1.07 -0.82 -0.77
C -1.03 0.92 0.91
N -0.42 0.12 0.13
H -0.73 -0.68 -1.79
H -2.14 -0.62 -0.75
H -0.76 -1.83 -0.52
H -0.41 1.56 1.53
H -2.12 0.89 0.87
*
```

---

#y
Here is a 2-piece molecular cluster, C2H8NO overall from the Open Molecules 2025 dataset. Energies are from the ωB97M-V functional and the def2-TZVPD basis.

Summary:
HOMO-LUMO gap in eV: 11.31
Lowest unoccupied orbital energy in eV: -3.6
HOMO level in eV: -14.89

Geometry as ORCA input:
```
! RIJCOSX wB97M-V def2-TZVPD def2/J DEFGRID3
* xyz 1 1
N -2.11 0.82 -1.18
H -1.62 1.05 -2.04
H -1.33 0.26 -0.69
H -3.02 0.48 -1.48
H -2.22 1.69 -0.66
O -0.10 -0.37 -0.06
C 1.09 -0.63 0.12
C 1.74 -0.58 1.43
H 1.68 -1.00 -0.74
H 2.19 -1.55 1.66
H 2.59 0.09 1.38
H 1.11 -0.26 2.26
*
```

---

Computed energies relative to the best structure, in eV: #w 0.503; #x 0.301; #y 0.000